1.
The following is a quantum chemistry calculation of 8 unconnected molecules or ions with the total composition C45H76BF2N2O11S9 in a non-equilibrium geometry, from the OMol25 dataset.

Last column: Mulliken charge in e.
Element x y z (Å)
1 C -7.23 1.90 2.54  -0.55
2 C -6.14 1.04 2.83  -0.35
3 C -4.79 0.06 2.99  0.72
4 C -3.27 0.64 2.60  0.17
5 C -3.21 2.17 2.04  -1.04
6 C -3.48 2.10 0.40  -0.23
7 C -3.43 0.59 -0.22  -0.16
8 S -3.53 0.56 -2.13  -0.10
9 C -1.76 0.40 -2.83  -0.02
10 S -1.31 -1.09 -3.51  -0.07
11 N -0.92 1.65 -2.74  0.41
12 C 0.56 1.36 -2.59  0.46
13 C 1.75 2.07 -3.52  -0.29
14 C 3.37 1.76 -3.33  -0.51
15 C 3.93 0.71 -2.20  -0.32
16 C 2.77 -0.01 -1.24  -0.49
17 C 1.14 0.31 -1.43  0.01
18 C -1.24 2.44 -3.99  -0.09
19 C -1.98 3.91 -3.77  -0.20
20 C -2.41 4.90 -5.00  -0.33
21 C -2.11 4.47 -6.55  -0.34
22 C -1.40 2.98 -6.80  -0.51
23 C -0.98 1.98 -5.54  -0.07
24 C -1.92 -0.31 2.75  1.06
25 C -0.38 0.21 2.36  0.16
26 O -0.23 1.14 1.40  -0.54
27 O 0.74 -0.44 3.08  0.00
28 C 2.04 0.09 2.66  -0.12
29 C 3.21 -0.99 3.18  -0.16
30 C 2.64 -2.53 3.27  -0.63
31 C 2.14 -3.15 1.83  0.33
32 C 1.44 -4.62 2.10  -0.34
33 C 2.40 -5.89 1.63  -0.82
34 C -2.19 -1.86 3.29  -0.23
35 F -1.08 -2.85 3.49  -0.18
36 C -3.74 -2.32 3.61  0.02
37 C -4.13 -3.87 4.11  -0.74
38 B -4.49 -4.69 2.69  0.67
39 O -4.91 -3.87 1.50  -0.58
40 O -4.37 -6.15 2.52  -0.52
41 N -4.95 -1.38 3.47  0.51
42 F -6.23 -1.79 3.77  -0.19
43 H -8.09 2.71 2.40  0.39
44 H -4.01 2.84 2.60  0.43
45 H -2.17 2.70 2.21  0.29
46 H -4.58 2.52 0.24  0.31
47 H -2.77 2.86 -0.18  0.11
48 H -2.41 0.00 0.02  -0.17
49 H -4.38 -0.04 0.13  0.30
50 H 1.49 2.87 -4.37  0.25
51 H 4.15 2.31 -4.05  0.23
52 H 5.09 0.51 -2.06  0.25
53 H 3.17 -0.75 -0.39  0.22
54 H 0.43 -0.28 -0.69  0.23
55 H -2.22 4.24 -2.67  0.16
56 H -2.93 5.92 -4.72  0.32
57 H -2.41 5.20 -7.44  0.34
58 H -1.19 2.69 -7.93  0.25
59 H -0.47 0.93 -5.76  0.25
60 H 2.20 0.18 1.50  -0.12
61 H 2.23 1.10 3.25  0.39
62 H 3.69 -0.68 4.21  0.01
63 H 4.06 -0.97 2.38  0.12
64 H 1.81 -2.60 4.09  0.20
65 H 3.54 -3.21 3.65  0.26
66 H 1.32 -2.45 1.37  -0.34
67 H 3.01 -3.24 1.02  0.30
68 H 1.18 -4.67 3.25  0.23
69 H 0.42 -4.72 1.49  0.19
70 H 3.40 -5.95 2.29  0.25
71 H 1.80 -6.89 1.86  0.30
72 H 2.61 -5.91 0.47  0.14
73 H -3.22 -4.35 4.67  0.29
74 H -5.12 -3.90 4.76  0.20
75 H -4.49 -4.22 0.66  0.31
76 H -4.40 -6.33 1.51  0.30
77 C 5.94 -1.91 6.38  -0.97
78 S 6.65 -1.27 4.84  0.63
79 O 6.28 -2.23 3.74  -0.56
80 C 8.37 -1.58 5.28  -1.00
81 H 4.85 -1.85 6.31  0.28
82 H 6.24 -2.96 6.52  0.31
83 H 6.28 -1.31 7.22  0.42
84 H 8.52 -2.65 5.49  0.32
85 H 8.64 -0.99 6.16  0.39
86 H 9.00 -1.29 4.44  0.27
87 C -0.35 8.72 -6.64  -0.90
88 S -2.13 9.00 -6.44  0.39
89 O -2.76 7.68 -6.09  -0.58
90 C -2.47 9.33 -8.18  -0.62
91 H 0.07 8.46 -5.67  0.33
92 H -0.18 7.90 -7.34  0.26
93 H 0.12 9.63 -7.01  0.38
94 H -2.17 8.47 -8.79  0.07
95 H -1.92 10.22 -8.50  0.36
96 H -3.54 9.50 -8.30  0.34
97 C -0.87 0.81 6.36  -0.58
98 S 0.20 2.21 6.77  0.56
99 O 0.72 1.98 8.16  -0.64
100 C -1.12 3.43 6.88  -0.88
101 H -0.25 -0.09 6.28  0.28
102 H -1.62 0.66 7.15  0.49
103 H -1.36 0.99 5.40  -0.09
104 H -1.85 3.13 7.63  0.30
105 H -1.61 3.53 5.90  0.25
106 H -0.69 4.39 7.17  0.34
107 C -3.88 6.81 -12.11  -0.97
108 S -2.31 6.58 -11.24  0.60
109 O -1.87 7.93 -10.74  -0.65
110 C -1.33 6.21 -12.71  -1.04
111 H -4.64 7.09 -11.38  0.31
112 H -3.78 7.60 -12.86  0.33
113 H -4.17 5.87 -12.59  0.36
114 H -1.39 7.04 -13.42  0.33
115 H -1.70 5.29 -13.17  0.37
116 H -0.29 6.06 -12.41  0.32
117 C 0.24 -7.30 -2.93  -0.94
118 S 1.81 -7.52 -2.06  0.54
119 O 2.24 -6.18 -1.56  -0.63
120 C 2.79 -7.90 -3.53  -0.98
121 H -0.52 -7.02 -2.20  0.29
122 H 0.34 -6.51 -3.67  0.30
123 H -0.05 -8.24 -3.41  0.37
124 H 2.73 -7.07 -4.24  0.31
125 H 2.42 -8.82 -3.99  0.38
126 H 3.83 -8.04 -3.23  0.32
127 C 8.10 -0.73 1.13  -0.54
128 S 7.41 0.68 0.24  0.39
129 O 6.00 0.33 -0.14  -0.51
130 C 8.43 0.49 -1.24  -1.03
131 H 7.57 -0.82 2.09  -0.16
132 H 7.96 -1.64 0.55  0.33
133 H 9.16 -0.56 1.32  0.42
134 H 8.27 -0.50 -1.68  0.31
135 H 9.48 0.62 -0.98  0.40
136 H 8.14 1.25 -1.97  0.34
137 C -4.93 -6.60 8.04  -0.91
138 S -3.85 -5.20 8.45  0.55
139 O -3.33 -5.42 9.84  -0.63
140 C -5.18 -3.97 8.56  -0.89
141 H -4.31 -7.49 7.96  0.32
142 H -5.67 -6.74 8.82  0.33
143 H -5.42 -6.41 7.08  0.31
144 H -5.91 -4.28 9.31  0.37
145 H -5.66 -3.87 7.58  0.26
146 H -4.74 -3.01 8.84  0.31

Properties
lowest unoccupied orbital energy = -5.50 eV
total charge = +1
HOMO-LUMO gap = 3.519 eV
HOMO = -9.01 eV


2.
The following is a quantum chemistry calculation of a molecular structure, C45H81F3InO22 in a non-equilibrium geometry, from the OMol25 dataset.

Last column: Mulliken charge in e.
Element x y z (Å)
1 C -1.17 0.66 5.90  -0.84
2 C -2.15 0.54 4.63  0.70
3 O -3.34 0.90 4.76  -0.55
4 O -1.75 0.00 3.36  -0.32
5 C -1.70 1.15 2.46  -0.22
6 C -0.28 1.39 1.75  -0.70
7 C 0.98 0.73 2.51  1.12
8 C 2.22 1.76 2.57  -0.75
9 C 3.66 1.04 2.45  -0.38
10 C 3.78 -0.30 3.37  -0.83
11 In 5.72 -1.40 2.82  1.44
12 C 5.57 -1.75 0.58  -0.78
13 O 4.28 -1.43 -0.01  -0.52
14 C 3.25 -2.30 0.45  0.40
15 O 3.09 -3.51 -0.34  -0.44
16 C 1.76 -4.06 -0.10  -0.16
17 C 1.60 -4.71 1.36  -0.10
18 O 1.02 -3.81 2.35  -0.46
19 C 7.38 -0.06 3.49  -1.28
20 C 8.89 -0.53 3.25  0.37
21 C 9.15 -1.46 1.97  -0.72
22 O 9.54 -1.12 4.43  -0.43
23 C 8.73 -2.15 5.01  0.77
24 C 9.56 -3.04 6.08  0.00
25 C 10.30 -2.47 7.31  -0.41
26 C 11.02 -3.48 8.27  -0.39
27 C 11.03 -5.02 8.05  -0.38
28 C 10.30 -5.59 6.80  -0.46
29 C 9.59 -4.59 5.86  -0.11
30 C 5.57 -3.41 3.84  -1.41
31 C 5.46 -4.61 2.74  0.59
32 O 4.56 -5.61 3.35  -0.63
33 C 6.85 -5.37 2.49  0.58
34 F 6.65 -6.18 1.31  -0.32
35 F 7.24 -6.26 3.51  -0.28
36 F 7.94 -4.53 2.20  -0.18
37 H -0.98 1.78 6.13  0.23
38 H -1.68 0.23 6.84  0.33
39 H -0.19 0.09 5.73  0.25
40 H -1.99 2.14 2.96  0.15
41 H -2.46 0.94 1.62  0.21
42 H -0.29 0.94 0.69  0.27
43 H -0.06 2.52 1.66  0.27
44 H 0.76 0.42 3.59  -0.23
45 H 1.31 -0.21 1.95  -0.54
46 H 2.19 2.40 3.54  0.15
47 H 2.09 2.46 1.65  0.34
48 H 3.95 0.82 1.36  0.19
49 H 4.43 1.83 2.81  0.24
50 H 2.94 -1.05 3.17  0.03
51 H 3.88 0.00 4.47  0.29
52 H 6.35 -1.05 0.09  0.20
53 H 5.90 -2.81 0.27  0.28
54 H 3.33 -2.61 1.55  -0.18
55 H 2.26 -1.71 0.34  0.03
56 H 1.60 -4.92 -0.85  0.14
57 H 0.93 -3.29 -0.22  0.22
58 H 2.65 -4.98 1.72  -0.05
59 H 0.99 -5.68 1.38  0.41
60 H 0.93 -4.26 3.22  0.26
61 H 7.26 0.16 4.63  0.26
62 H 7.26 0.98 2.98  0.34
63 H 9.50 0.44 3.06  0.40
64 H 9.56 -2.46 2.36  0.16
65 H 8.27 -1.57 1.25  0.11
66 H 10.01 -1.00 1.36  0.27
67 H 8.42 -2.89 4.19  -0.55
68 H 7.83 -1.73 5.61  0.24
69 H 10.29 -1.35 7.52  0.34
70 H 11.56 -3.11 9.21  0.26
71 H 11.52 -5.77 8.75  0.29
72 H 10.22 -6.70 6.54  0.33
73 H 9.04 -5.00 4.94  0.07
74 H 4.57 -3.47 4.42  0.37
75 H 6.38 -3.65 4.60  0.21
76 H 5.04 -4.26 1.74  0.06
77 H 4.49 -6.29 2.63  0.41
78 C -4.61 5.56 3.42  -1.16
79 C -5.45 4.97 2.30  -0.14
80 O -5.29 5.71 1.09  -0.26
81 C -4.14 5.51 0.42  0.75
82 O -3.26 4.76 0.76  -0.57
83 O -4.14 6.30 -0.66  -0.30
84 C -2.92 6.25 -1.40  -0.73
85 H -4.84 6.62 3.55  0.32
86 H -4.80 5.04 4.36  0.39
87 H -3.55 5.49 3.20  0.27
88 H -6.51 5.03 2.57  0.27
89 H -5.22 3.91 2.14  0.30
90 H -2.65 5.23 -1.67  0.33
91 H -2.11 6.72 -0.82  0.31
92 H -3.06 6.82 -2.32  0.24
93 C -6.60 3.63 -3.57  -1.22
94 C -5.43 4.55 -3.86  0.25
95 O -4.61 4.03 -4.92  -0.36
96 C -5.11 4.16 -6.16  0.75
97 O -6.17 4.67 -6.45  -0.56
98 O -4.25 3.60 -7.02  -0.32
99 C -4.72 3.57 -8.37  -0.60
100 H -6.24 2.61 -3.36  0.33
101 H -7.17 3.99 -2.71  0.33
102 H -7.28 3.56 -4.42  0.34
103 H -4.79 4.62 -2.98  -0.06
104 H -5.76 5.57 -4.10  0.33
105 H -5.00 4.57 -8.71  0.32
106 H -5.56 2.88 -8.46  0.31
107 H -3.90 3.22 -9.00  0.13
108 C -0.74 -8.45 -3.19  -1.02
109 C -1.83 -7.58 -3.79  -0.16
110 O -2.87 -7.32 -2.84  -0.37
111 C -2.57 -6.40 -1.90  0.77
112 O -1.53 -5.80 -1.80  -0.53
113 O -3.62 -6.30 -1.06  -0.34
114 C -3.39 -5.43 0.05  -0.61
115 H -1.16 -9.36 -2.77  0.28
116 H 0.00 -8.71 -3.95  0.36
117 H -0.23 -7.93 -2.38  0.24
118 H -2.30 -8.12 -4.62  0.29
119 H -1.44 -6.65 -4.20  0.29
120 H -3.05 -4.45 -0.28  0.29
121 H -2.65 -5.88 0.72  0.28
122 H -4.33 -5.32 0.58  0.22
123 C -12.28 5.00 2.00  -1.08
124 C -11.66 4.99 0.62  -0.16
125 O -11.17 6.29 0.27  -0.37
126 C -10.02 6.67 0.86  0.77
127 O -9.38 6.01 1.64  -0.54
128 O -9.72 7.91 0.45  -0.35
129 C -8.58 8.47 1.10  -0.45
130 H -13.06 5.77 2.07  0.29
131 H -12.73 4.03 2.23  0.36
132 H -11.55 5.23 2.77  0.30
133 H -12.41 4.73 -0.12  0.30
134 H -10.86 4.25 0.54  0.29
135 H -7.71 7.81 1.00  0.13
136 H -8.79 8.66 2.15  0.29
137 H -8.35 9.41 0.61  0.23
138 C -1.85 0.61 -9.17  -1.04
139 C -2.69 0.01 -10.28  -0.23
140 O -2.54 0.76 -11.50  -0.34
141 C -1.39 0.55 -12.16  0.76
142 O -0.50 -0.20 -11.83  -0.55
143 O -1.38 1.34 -13.25  -0.33
144 C -0.16 1.29 -13.99  -0.63
145 H -2.08 1.67 -9.04  0.22
146 H -2.04 0.09 -8.22  0.35
147 H -0.79 0.53 -9.39  0.36
148 H -3.75 0.08 -10.01  0.29
149 H -2.46 -1.04 -10.45  0.36
150 H 0.10 0.26 -14.26  0.29
151 H 0.64 1.75 -13.42  0.29
152 H -0.31 1.86 -14.91  0.22

Properties
lowest unoccupied orbital energy = 1.61 eV
total charge = -1
HOMO-LUMO gap = 6.218 eV
HOMO = -4.61 eV


3.
The following is a quantum chemistry calculation of a molecular structure, C45H82BMnN15O5S, from the OMol25 dataset.

Last column: Löwdin spin population.
Element x y z (Å)
1 Mn -0.07 -0.45 0.40  4.75
2 C -1.08 2.34 3.54  0.00
3 C 0.33 1.75 3.49  0.00
4 C 0.37 0.25 3.80  0.01
5 C 1.05 2.13 2.21  0.01
6 C 1.84 3.27 2.14  0.00
7 C 2.30 3.34 0.85  0.00
8 C 3.15 4.51 0.38  0.00
9 C 2.75 5.15 -0.95  0.00
10 C 4.64 4.20 0.45  0.00
11 N 1.85 2.24 0.19  0.00
12 N 1.03 1.51 1.02  0.03
13 B 2.03 2.00 -1.34  0.00
14 N 0.84 2.69 -2.07  0.00
15 N -0.26 3.02 -1.34  0.00
16 C -0.90 3.97 -2.00  0.00
17 C -0.23 4.27 -3.20  0.00
18 C 0.88 3.46 -3.20  0.00
19 C 1.91 3.32 -4.27  0.00
20 C 2.26 4.67 -4.91  0.00
21 C 1.41 2.33 -5.33  0.00
22 C -2.11 4.65 -1.44  0.00
23 C -1.74 6.04 -0.91  0.00
24 C -3.24 4.74 -2.47  0.00
25 N 2.29 0.50 -1.72  0.00
26 N 1.36 -0.50 -1.49  0.03
27 C 1.83 -1.60 -2.10  0.01
28 C 3.06 -1.34 -2.66  0.00
29 C 3.34 -0.01 -2.42  0.00
30 C 4.69 0.50 -2.92  0.00
31 C 5.39 1.64 -2.19  0.00
32 C 4.68 0.74 -4.43  0.00
33 C 1.20 -2.96 -2.25  0.00
34 C 0.36 -3.45 -1.08  0.01
35 C 0.48 -3.06 -3.61  0.00
36 H -1.50 2.25 4.54  0.00
37 H -1.06 3.40 3.27  0.00
38 H -1.74 1.83 2.85  0.00
39 H 0.90 2.26 4.27  0.00
40 H -0.07 -0.34 3.00  0.00
41 H 1.40 -0.09 3.93  0.00
42 H -0.18 0.03 4.72  0.00
43 H 2.02 3.98 2.93  0.00
44 H 2.96 5.26 1.16  0.00
45 H 3.20 4.63 -1.79  0.00
46 H 1.67 5.16 -1.08  0.00
47 H 3.11 6.18 -0.97  0.00
48 H 4.92 3.48 -0.31  0.00
49 H 5.22 5.11 0.27  0.00
50 H 4.92 3.81 1.43  0.00
51 H 3.03 2.54 -1.66  0.00
52 H -0.49 5.00 -3.94  0.00
53 H 2.81 2.91 -3.82  0.00
54 H 1.39 5.08 -5.43  0.00
55 H 2.57 5.39 -4.16  0.00
56 H 3.06 4.54 -5.63  0.00
57 H 0.45 2.68 -5.74  0.00
58 H 2.11 2.25 -6.16  0.00
59 H 1.26 1.34 -4.91  0.00
60 H -2.46 4.06 -0.59  0.00
61 H -1.36 6.67 -1.72  0.00
62 H -2.62 6.53 -0.49  0.00
63 H -0.97 5.97 -0.15  0.00
64 H -2.98 5.46 -3.26  0.00
65 H -3.43 3.78 -2.96  0.00
66 H -4.17 5.09 -2.01  0.00
67 H 3.69 -2.04 -3.20  0.00
68 H 5.32 -0.37 -2.76  0.00
69 H 4.97 2.61 -2.42  0.00
70 H 5.37 1.49 -1.11  0.00
71 H 6.44 1.66 -2.50  0.00
72 H 4.06 1.58 -4.70  0.00
73 H 5.70 0.94 -4.78  0.00
74 H 4.31 -0.14 -4.97  0.00
75 H 2.06 -3.64 -2.33  0.00
76 H -0.16 -2.64 -0.57  0.00
77 H -0.37 -4.18 -1.42  0.00
78 H 0.98 -3.93 -0.32  0.00
79 H -0.26 -2.27 -3.75  0.00
80 H 1.20 -2.95 -4.42  0.00
81 H 0.00 -4.03 -3.72  0.00
82 N -5.76 -1.60 -0.31  0.00
83 C -4.77 -0.69 -1.01  0.00
84 C -3.84 -1.54 -1.87  0.00
85 C -2.61 -0.72 -2.35  0.00
86 N -1.39 -1.18 -1.67  0.02
87 C -2.82 0.77 -2.10  0.00
88 C -3.05 1.09 -0.61  0.00
89 N -1.77 1.13 0.10  0.03
90 C -4.01 0.08 0.05  0.00
91 H -6.29 -2.17 -0.97  0.00
92 H -6.42 -1.06 0.25  0.00
93 H -5.26 -2.23 0.32  0.00
94 H -5.38 -0.02 -1.62  0.00
95 H -4.39 -1.95 -2.72  0.00
96 H -3.47 -2.38 -1.27  0.00
97 H -2.53 -0.87 -3.43  0.00
98 H -0.60 -0.65 -2.04  0.00
99 H -1.20 -2.14 -1.95  0.00
100 H -3.67 1.12 -2.68  0.00
101 H -1.95 1.33 -2.45  0.00
102 H -3.53 2.07 -0.57  0.00
103 H -1.90 1.60 0.99  0.00
104 H -1.13 1.78 -0.40  0.00
105 H -4.69 0.60 0.72  0.00
106 H -3.41 -0.62 0.63  0.00
107 C -1.77 -7.81 5.08  0.00
108 C -2.17 -6.47 5.69  0.00
109 S -2.08 -5.14 4.52  0.00
110 O -2.46 -3.92 5.19  0.00
111 O -0.83 -5.20 3.80  0.00
112 C -3.38 -5.53 3.32  0.00
113 C -4.20 -4.30 2.92  0.00
114 N -3.42 -3.08 2.66  0.00
115 C -2.52 -2.89 1.66  0.00
116 N -1.94 -1.70 1.74  0.02
117 C -2.47 -1.10 2.85  0.00
118 C -3.39 -1.92 3.41  0.00
119 N -4.16 -1.63 4.59  0.00
120 O -5.16 -2.29 4.80  0.00
121 O -3.80 -0.67 5.23  0.00
122 C -2.20 -3.96 0.68  0.00
123 H -1.81 -8.58 5.84  0.00
124 H -0.75 -7.76 4.69  0.00
125 H -2.44 -8.10 4.27  0.00
126 H -1.50 -6.16 6.49  0.00
127 H -3.19 -6.45 6.07  0.00
128 H -4.05 -6.25 3.77  0.00
129 H -2.87 -5.99 2.48  0.00
130 H -4.90 -4.06 3.70  0.00
131 H -4.76 -4.54 2.02  0.00
132 H -2.20 -0.13 3.20  0.00
133 H -3.08 -4.56 0.43  0.00
134 H -1.44 -4.61 1.10  0.00
135 H -1.80 -3.50 -0.22  0.00
136 C 5.03 -1.91 2.99  0.00
137 N 3.68 -2.02 2.48  0.00
138 C 2.73 -3.06 2.81  0.00
139 C 1.51 -2.62 2.01  0.00
140 O 0.45 -3.20 1.95  0.00
141 N 1.82 -1.46 1.33  0.02
142 C 3.09 -1.16 1.64  0.00
143 N 3.72 -0.09 1.16  0.00
144 H 5.20 -2.72 3.69  0.00
145 H 5.18 -0.97 3.52  0.00
146 H 5.77 -1.99 2.18  0.00
147 H 2.49 -3.09 3.88  0.00
148 H 3.07 -4.05 2.50  0.00
149 H 3.20 0.56 0.59  0.00
150 H 4.65 0.13 1.44  0.00

Properties
lowest unoccupied orbital energy (alpha / beta) = -5.05 / -5.05 eV
spin multiplicity = 6
total charge = +2
HOMO-LUMO gap (alpha / beta) = 7.339 / 7.339 eV
HOMO (alpha / beta) = -12.39 / -12.39 eV